Molecular formula: C24H50O25
Method: DFT, the ωB97M-V functional and the def2-TZVPD basis

Summary:
- F_max (eV/Å) = 1.88
- Kohn-Sham gap (eV) = 10.535
- HOMO energy (eV) = -10.8
- molar mass (g/mol) = 738.6

Cartesian coordinates (Å):
C (-0.26, 2.85, 4.85)
C (0.08, 1.45, 5.34)
C (0.39, 1.34, 6.84)
O (-0.39, 0.22, 7.27)
C (-1.21, -0.19, 6.29)
O (-2.03, -1.04, 6.37)
O (-1.09, 0.62, 5.21)
H (-0.64, 2.79, 3.83)
H (0.68, 3.41, 4.81)
H (-0.93, 3.32, 5.56)
H (0.87, 1.02, 4.72)
H (0.19, 2.24, 7.42)
H (1.43, 1.04, 6.98)
C (2.94, 2.23, -2.23)
C (2.19, 3.50, -2.56)
C (2.97, 4.49, -3.43)
O (2.12, 4.74, -4.55)
C (0.97, 4.03, -4.42)
O (0.05, 4.11, -5.17)
O (1.06, 3.17, -3.38)
H (3.81, 2.45, -1.61)
H (3.45, 1.89, -3.14)
H (2.33, 1.42, -1.84)
H (1.93, 4.03, -1.64)
H (3.92, 4.13, -3.84)
H (3.19, 5.41, -2.91)
C (2.48, 0.60, 2.01)
C (3.93, 0.23, 1.79)
C (4.20, -0.56, 0.49)
O (5.10, 0.26, -0.26)
C (5.47, 1.32, 0.48)
O (6.34, 2.08, 0.22)
O (4.72, 1.41, 1.60)
H (1.99, 0.85, 1.07)
H (2.50, 1.51, 2.61)
H (1.90, -0.15, 2.53)
H (4.32, -0.29, 2.67)
H (3.26, -0.64, -0.07)
H (4.61, -1.55, 0.65)
C (-0.79, 1.65, 1.02)
C (-0.80, 0.85, -0.26)
C (-1.56, -0.46, -0.18)
O (-2.62, -0.30, -1.12)
C (-2.50, 0.88, -1.78)
O (-3.26, 1.24, -2.62)
O (-1.47, 1.58, -1.30)
H (-0.16, 2.53, 0.84)
H (-0.11, 1.16, 1.73)
H (-1.75, 1.93, 1.42)
H (0.21, 0.70, -0.63)
H (-1.99, -0.62, 0.82)
H (-0.98, -1.35, -0.42)
C (-0.20, 0.32, -4.61)
C (-0.19, -1.12, -4.21)
C (0.96, -2.01, -4.71)
O (1.76, -2.25, -3.54)
C (1.06, -1.91, -2.45)
O (1.40, -2.09, -1.32)
O (-0.09, -1.29, -2.77)
H (-1.16, 0.82, -4.45)
H (0.01, 0.39, -5.68)
H (0.64, 0.88, -4.20)
H (-1.13, -1.63, -4.46)
H (1.53, -1.51, -5.49)
H (0.59, -2.97, -5.07)
C (-1.13, -4.72, -1.64)
C (0.11, -5.25, -0.98)
C (-0.13, -6.11, 0.26)
O (0.84, -7.17, 0.11)
C (1.28, -7.18, -1.17)
O (2.13, -7.89, -1.60)
O (0.56, -6.29, -1.89)
H (-0.99, -4.29, -2.63)
H (-1.65, -3.91, -1.12)
H (-1.87, -5.52, -1.73)
H (0.93, -4.57, -0.76)
H (-1.14, -6.52, 0.35)
H (0.14, -5.63, 1.19)
O (-2.86, 4.53, -0.25)
H (-3.44, 4.04, 0.34)
H (-3.08, 4.19, -1.13)
O (-5.05, 1.44, -0.16)
H (-4.40, 0.74, -0.07)
H (-5.07, 1.64, -1.10)
O (2.19, 3.82, 0.89)
H (1.69, 3.71, 1.70)
H (2.75, 4.58, 1.06)
O (-2.69, -2.09, 3.21)
H (-2.65, -2.04, 4.17)
H (-3.40, -1.48, 2.96)
O (-4.19, 0.17, 2.44)
H (-3.93, 1.08, 2.29)
H (-5.05, 0.24, 2.87)
O (-3.84, -3.09, 0.86)
H (-2.92, -2.84, 0.82)
H (-3.99, -3.25, 1.80)
O (-5.51, -2.00, -2.08)
H (-4.95, -1.75, -2.82)
H (-4.99, -1.80, -1.30)

Molecular formula: C4H11NO3
Method: DFT, the ωB97M-V functional and the def2-TZVPD basis

Summary:
- F_max (eV/Å) = 2.41
- Kohn-Sham gap (eV) = 9.378
- structure (SMILES) = c1cc[nH]c1.O.O.O
- HOMO energy (eV) = -8.5
- molar mass (g/mol) = 121.1
- energy above the lowest of the compared OMol25 structures with the same formula, charge and spin (eV) = 1.467

Cartesian coordinates (Å):
C (-0.76, 0.72, -0.02)
C (-1.51, 0.54, -1.15)
N (-2.59, -0.26, -0.87)
C (-2.60, -0.62, 0.46)
C (-1.47, 0.01, 1.01)
H (0.21, 1.25, 0.19)
H (-1.32, 0.94, -2.10)
H (-3.06, -0.84, -1.57)
H (-3.37, -1.23, 0.85)
H (-1.11, 0.04, 1.98)
H (3.84, -0.19, -0.48)
H (2.67, -0.94, 0.03)
O (3.42, -0.38, 0.36)
H (2.53, 1.09, 0.32)
H (2.71, 2.61, 0.42)
O (2.11, 1.91, 0.03)
H (0.26, -1.09, -0.07)
H (1.04, -1.70, 1.06)
O (0.94, -1.79, 0.06)

Molecular formula: C47H63HfI2N2O7
Method: DFT, the ωB97M-V functional and the def2-TZVPD basis

Summary:
- F_max (eV/Å) = 1.27
- total charge = +1
- Kohn-Sham gap (eV) = 6.972
- HOMO energy (eV) = -10.6
- molar mass (g/mol) = 1200.3
- energy above the lowest of the compared OMol25 structures with the same formula, charge and spin (eV) = 0.027

Cartesian coordinates (Å):
Hf (2.62, 1.06, 0.04)
C (4.39, -0.28, 2.66)
O (3.19, -0.16, 1.85)
C (2.11, -0.98, 2.28)
C (1.24, -0.48, 3.24)
C (1.22, 0.95, 3.75)
C (0.08, 1.69, 3.08)
C (-1.19, 1.73, 3.63)
C (-2.29, 2.24, 2.93)
C (-2.05, 2.74, 1.66)
C (-0.78, 2.74, 1.07)
C (-0.56, 3.41, -0.27)
C (-0.53, 2.63, -1.58)
C (-1.05, 3.29, -2.70)
C (-0.89, 2.81, -3.99)
C (-0.13, 1.65, -4.16)
C (0.41, 0.95, -3.09)
C (1.40, -0.18, -3.39)
C (1.35, -1.46, -2.59)
C (0.53, -2.52, -2.97)
C (0.46, -3.70, -2.25)
C (1.26, -3.81, -1.11)
C (2.08, -2.77, -0.69)
C (2.84, -2.84, 0.62)
C (1.99, -2.26, 1.74)
C (0.93, -3.03, 2.19)
C (0.02, -2.59, 3.15)
C (0.20, -1.32, 3.66)
C (-1.15, -3.48, 3.56)
C (-2.05, -3.69, 2.33)
C (-1.99, -2.85, 4.67)
C (-0.62, -4.84, 4.04)
C (2.12, -1.61, -1.45)
O (2.90, -0.58, -1.00)
C (-0.44, -4.88, -2.65)
C (0.43, -6.11, -2.94)
C (-1.40, -5.19, -1.49)
C (-1.27, -4.56, -3.89)
C (0.13, 1.44, -1.82)
O (0.56, 0.68, -0.71)
C (-0.45, -0.25, -0.20)
C (-1.46, 3.52, -5.22)
C (-0.31, 3.96, -6.13)
C (-2.38, 2.56, -5.98)
C (-2.27, 4.76, -4.83)
C (0.27, 2.20, 1.80)
O (1.52, 2.13, 1.27)
C (-3.67, 2.25, 3.58)
C (-3.63, 3.13, 4.84)
C (-4.74, 2.80, 2.64)
C (-4.05, 0.82, 3.98)
H (4.64, -1.33, 2.74)
H (4.19, 0.14, 3.64)
H (5.18, 0.26, 2.14)
H (2.16, 1.46, 3.58)
H (1.04, 0.93, 4.83)
H (-1.33, 1.34, 4.64)
H (-2.86, 3.17, 1.08)
H (0.37, 3.97, -0.22)
H (-1.34, 4.17, -0.38)
H (-1.57, 4.22, -2.53)
H (0.08, 1.28, -5.16)
H (2.40, 0.24, -3.31)
H (1.27, -0.43, -4.45)
H (-0.08, -2.39, -3.86)
H (1.24, -4.73, -0.53)
H (3.79, -2.30, 0.54)
H (3.07, -3.87, 0.87)
H (0.81, -4.02, 1.76)
H (-0.49, -0.92, 4.39)
H (-2.45, -2.74, 1.97)
H (-2.89, -4.34, 2.58)
H (-1.50, -4.15, 1.50)
H (-2.44, -1.91, 4.36)
H (-1.41, -2.68, 5.57)
H (-2.81, -3.53, 4.93)
H (-0.14, -5.40, 3.23)
H (-1.45, -5.45, 4.41)
H (0.10, -4.72, 4.85)
H (0.99, -6.43, -2.06)
H (1.15, -5.90, -3.74)
H (-0.20, -6.94, -3.26)
H (-0.85, -5.48, -0.59)
H (-2.05, -6.03, -1.76)
H (-2.02, -4.33, -1.26)
H (-0.64, -4.36, -4.76)
H (-1.92, -3.70, -3.74)
H (-1.90, -5.41, -4.13)
H (-1.28, 0.34, 0.17)
H (0.02, -0.81, 0.60)
H (-0.73, -0.91, -1.02)
H (0.26, 3.11, -6.51)
H (0.39, 4.61, -5.59)
H (-0.70, 4.51, -6.98)
H (-1.85, 1.65, -6.29)
H (-2.76, 3.04, -6.88)
H (-3.23, 2.26, -5.36)
H (-1.65, 5.51, -4.34)
H (-3.10, 4.51, -4.17)
H (-2.68, 5.21, -5.74)
H (-3.33, 4.15, 4.60)
H (-2.93, 2.74, 5.58)
H (-4.62, 3.17, 5.31)
H (-4.55, 3.84, 2.36)
H (-5.71, 2.77, 3.14)
H (-4.82, 2.21, 1.73)
H (-3.35, 0.40, 4.69)
H (-4.08, 0.17, 3.10)
H (-5.04, 0.80, 4.44)
N (4.11, 2.78, 1.08)
N (3.80, 3.88, 0.24)
C (3.04, 3.68, -0.91)
O (2.46, 4.58, -1.44)
O (3.10, 2.39, -1.34)
H (3.71, 2.94, 1.99)
H (5.12, 2.71, 1.12)
H (3.67, 4.79, 0.65)
O (5.12, 0.65, -0.30)
H (5.30, 1.22, -1.06)
H (5.14, -0.25, -0.67)
I (6.75, 3.79, -1.70)
I (9.36, 4.14, -1.47)

Molecular formula: C4H6N2O2
Method: DFT, the ωB97M-V functional and the def2-TZVPD basis

Summary:
- F_max (eV/Å) = 9.53
- Kohn-Sham gap (eV) = 7.412
- structure (SMILES) = [H]/N=C(/C=O)N(O)C=C
- HOMO energy (eV) = -8.9
- molar mass (g/mol) = 114.1
- energy above the lowest of the compared OMol25 structures with the same formula, charge and spin (eV) = 8.347

Cartesian coordinates (Å):
C (1.02, -0.83, -0.06)
C (2.41, -0.60, -0.15)
C (-1.21, 0.38, -0.25)
C (-1.90, -0.88, -0.43)
H (0.68, 1.61, 1.13)
H (0.53, -1.70, -0.43)
H (2.90, 0.42, 0.16)
H (2.87, -1.46, -0.36)
H (-1.72, 2.47, 0.53)
H (-2.85, -0.64, -0.92)
N (0.08, 0.17, 0.23)
N (-2.00, 1.52, -0.02)
O (0.79, 1.47, 0.04)
O (-1.59, -1.91, 0.53)

Molecular formula: C3H5NO
Method: DFT, the ωB97M-V functional and the def2-TZVPD basis

Summary:
- F_max (eV/Å) = 1.10
- Kohn-Sham gap (eV) = 11.679
- structure (SMILES) = COCC#N
- HOMO energy (eV) = -10.9
- molar mass (g/mol) = 71.1
- energy above the lowest of the compared OMol25 structures with the same formula, charge and spin (eV) = 1.170

Cartesian coordinates (Å):
C (1.21, -0.30, 0.61)
O (0.68, 0.62, -0.34)
C (-0.71, 0.73, -0.33)
C (-1.35, -0.48, -0.89)
N (-1.80, -1.45, -1.34)
H (2.03, -0.83, 0.14)
H (0.46, -1.03, 0.92)
H (1.58, 0.24, 1.49)
H (-0.98, 1.59, -0.94)
H (-1.12, 0.90, 0.68)